Entry 1:
The following is a quantum chemistry calculation of a structure of composition C35H41GeN4S2Sb2Sn, from the OMol25 dataset.

Last column: Löwdin charge in e.
CARTESIAN COORDINATES (ANGSTROEM)
Sn1 0.90 1.09 0.46  0.97
C1 -3.25 1.77 -2.06  -0.25
Sb1 -1.31 0.66 -2.00  1.33
C2 -0.49 1.98 -3.48  -0.30
C3 -1.67 -1.25 -3.00  -0.26
C4 -0.65 -1.60 -4.05  -0.25
C5 -0.97 -1.38 -5.43  -0.01
C6 -0.13 -1.84 -6.46  -0.03
C7 1.11 -2.38 -6.18  -0.04
C8 1.48 -2.54 -4.87  -0.05
C9 0.64 -2.18 -3.77  -0.27
C10 1.10 -2.38 -2.38  -0.23
Sb2 2.74 -0.88 -1.88  1.32
C11 3.81 -0.61 -3.69  -0.29
C12 4.06 -2.33 -0.96  -0.28
H1 -4.04 1.08 -2.30  0.00
H2 -3.20 2.54 -2.86  0.03
H3 -3.58 2.30 -1.14  0.01
H4 -0.62 1.57 -4.50  0.03
H5 0.56 2.19 -3.33  -0.01
H6 -1.00 2.98 -3.55  0.03
H7 -2.59 -1.05 -3.52  0.07
H8 -1.77 -2.03 -2.26  0.05
H9 -1.88 -0.82 -5.75  0.13
H10 -0.37 -1.58 -7.49  0.13
H11 1.82 -2.61 -6.96  0.13
H12 2.50 -2.88 -4.67  0.11
H13 1.73 -3.25 -2.22  0.06
H14 0.35 -2.22 -1.60  0.02
H15 4.01 -1.55 -4.17  0.02
H16 4.74 -0.01 -3.46  0.05
H17 3.18 0.06 -4.31  0.02
H18 4.13 -1.99 0.08  -0.02
H19 5.04 -2.39 -1.46  0.04
H20 3.57 -3.32 -1.01  0.03
N1 4.95 0.90 1.18  0.18
C13 4.28 1.91 1.74  -0.58
N2 2.99 2.23 1.38  -0.03
C14 2.71 3.48 1.91  -0.29
C15 3.67 3.97 2.77  -0.23
S1 5.12 3.04 2.80  1.24
C16 1.41 4.09 1.67  -0.30
C17 0.92 5.20 2.36  -0.24
S2 -0.70 5.63 2.01  1.23
C18 -0.58 4.37 0.73  -0.54
N3 0.52 3.58 0.76  -0.03
N4 -1.57 4.37 -0.21  0.17
H21 4.67 0.57 0.27  0.09
H22 5.92 0.83 1.43  0.13
H23 3.56 4.82 3.38  0.09
H24 1.42 5.67 3.15  0.09
H25 -2.21 5.14 -0.32  0.13
H26 -1.39 3.80 -1.06  0.11
C19 1.58 -1.81 2.53  -0.21
Ge1 0.03 -0.57 2.32  0.81
C20 -0.27 -0.04 4.18  -0.34
C21 -1.61 0.30 4.45  -0.10
C22 -1.99 0.49 5.80  -0.03
C23 -1.04 0.49 6.83  0.00
C24 0.34 0.28 6.50  -0.02
C25 0.69 0.05 5.17  -0.11
C26 -1.25 -1.70 1.31  -0.27
C27 -0.83 -2.95 0.89  -0.11
C28 -1.73 -3.87 0.30  -0.05
C29 -3.06 -3.53 0.18  0.01
C30 -3.56 -2.28 0.63  -0.16
C31 -4.92 -1.99 0.67  0.00
C32 -5.40 -0.84 1.28  0.00
C33 -4.51 0.20 1.70  -0.02
C34 -3.16 -0.01 1.46  -0.12
C35 -2.60 -1.28 1.15  -0.20
H27 1.70 -2.52 1.70  0.01
H28 1.71 -2.23 3.50  0.04
H29 2.48 -1.20 2.37  0.00
H30 -2.39 0.30 3.64  0.08
H31 -3.01 0.70 5.98  0.10
H32 -1.37 0.71 7.83  0.12
H33 1.11 0.46 7.22  0.11
H34 1.74 0.02 4.88  0.10
H35 0.23 -3.27 0.90  0.10
H36 -1.46 -4.92 0.10  0.13
H37 -3.76 -4.26 -0.38  0.17
H38 -5.51 -2.77 0.21  0.13
H39 -6.46 -0.64 1.32  0.12
H40 -4.88 1.04 2.17  0.10
H41 -2.47 0.88 1.54  0.10

Gap between HOMO and LUMO (spin up / spin down) (eV): 4.07 / 3.25
<S²>: 0.786
Energy (Ha): -5143.82574
Net charge: +4
Lowest unoccupied orbital energy (spin up / spin down) (eV): -13.144 / -13.968
Multiplicity: 2
F_max (eV/Å): 3.73

---

Entry 2:
The following is a quantum chemistry calculation of the molecule C5H3N, from the OMol25 dataset.

Last column: Löwdin charge in e.
CARTESIAN COORDINATES (ANGSTROEM)
C1 -1.13 0.16 0.12  -0.13
C2 1.14 1.15 -0.03  -0.09
C3 -0.28 1.34 -0.18  0.11
C4 1.67 -0.31 -0.10  0.01
C5 -0.59 -1.09 -0.04  -0.15
N1 0.80 -1.26 -0.04  0.02
H1 -2.18 0.23 0.44  0.10
H2 1.94 1.72 0.01  0.00
H3 -1.37 -1.93 -0.17  0.13

Gap between HOMO and LUMO (spin up / spin down) (eV): 7.75 / 8.61
Energy (Ha): -246.85758
Net charge: 0
Lowest unoccupied orbital energy (spin up / spin down) (eV): -1.460 / -1.012
F_max (eV/Å): 6.34

---

Entry 3:
The following is a quantum chemistry calculation of a structure of composition C45H66BN9S3SiTi, from the OMol25 dataset.

Last column: Löwdin charge in e.
CARTESIAN COORDINATES (ANGSTROEM)
Ti1 0.16 -0.70 -0.50  0.53
C1 2.23 4.75 4.07  -0.04
C2 2.55 3.25 4.16  -0.55
C3 3.23 2.98 5.50  -0.06
C4 3.49 2.80 3.05  -0.06
N1 1.28 2.47 4.10  0.01
C5 0.80 1.68 5.12  -0.04
C6 -0.38 1.17 4.73  -0.07
N2 -0.65 1.63 3.46  0.01
B1 -1.94 1.15 2.79  -0.57
N3 -2.45 2.04 1.64  0.05
C7 -3.16 3.14 2.08  -0.04
C8 -3.35 3.97 1.05  -0.02
N4 -2.77 3.38 -0.06  0.01
C9 -2.21 2.21 0.33  -0.62
S1 -1.40 1.18 -0.81  0.70
C10 -2.71 4.07 -1.40  -0.53
C11 -1.25 4.40 -1.70  -0.04
C12 -3.47 5.39 -1.32  -0.05
C13 -3.40 3.21 -2.46  -0.04
N5 -1.88 -0.43 2.56  0.06
C14 -2.96 -1.19 2.93  -0.05
C15 -2.55 -2.46 3.12  -0.04
N6 -1.19 -2.49 2.86  0.02
C16 -0.80 -1.24 2.50  -0.61
S2 0.75 -0.69 1.98  0.77
C17 -0.37 -3.68 3.30  -0.52
C18 -1.07 -4.96 2.83  -0.02
C19 1.05 -3.69 2.75  -0.06
C20 -0.31 -3.62 4.83  -0.01
C21 0.38 2.45 3.06  -0.69
S3 0.50 3.24 1.57  0.67
H1 3.16 5.32 4.13  0.09
H2 1.60 5.05 4.91  0.09
H3 1.72 4.98 3.14  0.03
H4 4.15 3.57 5.53  0.09
H5 3.50 1.93 5.62  0.09
H6 2.62 3.30 6.35  0.09
H7 4.47 3.24 3.22  0.09
H8 3.12 3.10 2.08  0.03
H9 3.59 1.71 3.08  0.09
H10 1.32 1.55 6.05  0.11
H11 -1.07 0.53 5.25  0.13
H12 -2.81 1.24 3.62  0.12
H13 -3.46 3.23 3.11  0.13
H14 -3.87 4.91 1.00  0.12
H15 -0.86 5.09 -0.96  0.09
H16 -1.19 4.86 -2.69  0.10
H17 -0.61 3.52 -1.71  0.02
H18 -3.03 6.09 -0.62  0.09
H19 -4.53 5.24 -1.08  0.09
H20 -3.42 5.85 -2.31  0.10
H21 -2.93 2.25 -2.61  0.02
H22 -3.38 3.75 -3.41  0.10
H23 -4.44 3.05 -2.18  0.09
H24 -3.94 -0.75 3.07  0.13
H25 -3.09 -3.32 3.45  0.12
H26 -1.14 -4.98 1.74  0.07
H27 -2.06 -5.09 3.25  0.08
H28 -0.47 -5.81 3.15  0.10
H29 1.06 -3.66 1.66  0.06
H30 1.50 -4.64 3.07  0.10
H31 1.65 -2.87 3.12  0.05
H32 -1.30 -3.68 5.27  0.09
H33 0.17 -2.70 5.15  0.09
H34 0.28 -4.46 5.21  0.10
C22 -3.90 -2.73 -0.40  -0.02
C23 -3.59 -4.06 -0.61  -0.02
C24 -2.26 -4.42 -0.73  0.00
C25 -1.28 -3.44 -0.64  -0.23
N7 -1.59 -2.15 -0.45  0.04
C26 -2.88 -1.80 -0.33  -0.13
C27 0.16 -3.73 -0.80  -0.22
C28 0.67 -4.98 -1.10  0.02
C29 2.04 -5.12 -1.23  -0.01
C30 2.86 -4.02 -1.03  0.02
C31 2.28 -2.80 -0.73  -0.22
N8 0.95 -2.66 -0.67  0.03
C32 3.07 -1.57 -0.47  -0.23
C33 4.42 -1.61 -0.16  0.02
C34 5.06 -0.42 0.14  -0.02
C35 4.32 0.75 0.19  -0.02
C36 2.96 0.70 -0.07  -0.13
N9 2.35 -0.44 -0.42  -0.04
H35 -4.93 -2.39 -0.31  0.12
H36 -4.37 -4.80 -0.68  0.12
H37 -2.00 -5.46 -0.90  0.12
H38 -3.06 -0.75 -0.20  0.07
H39 0.02 -5.83 -1.24  0.12
H40 2.47 -6.08 -1.48  0.12
H41 3.93 -4.11 -1.14  0.12
H42 4.96 -2.54 -0.16  0.12
H43 6.11 -0.41 0.36  0.12
H44 4.77 1.70 0.45  0.12
H45 2.32 1.57 0.03  0.07
C37 2.21 -1.50 -3.64  -0.20
Si1 0.65 -0.48 -3.20  0.72
C38 1.09 1.30 -3.84  -0.63
C39 1.87 2.06 -2.77  -0.12
C40 2.01 1.23 -5.08  -0.10
C41 -0.14 2.12 -4.22  -0.11
C42 -0.74 -1.28 -4.30  -0.64
C43 -2.12 -0.69 -4.01  -0.10
C44 -0.81 -2.78 -4.01  -0.10
C45 -0.45 -1.13 -5.80  -0.10
H46 2.14 -2.55 -3.33  0.01
H47 3.11 -1.08 -3.19  0.03
H48 2.37 -1.49 -4.72  0.03
H49 2.82 1.57 -2.54  0.07
H50 1.31 2.18 -1.84  0.04
H51 2.12 3.07 -3.13  0.09
H52 2.97 0.78 -4.85  0.07
H53 2.20 2.25 -5.44  0.09
H54 1.57 0.67 -5.91  0.07
H55 -0.87 2.16 -3.42  0.02
H56 -0.64 1.72 -5.11  0.07
H57 0.16 3.14 -4.45  0.09
H58 -2.37 -0.75 -2.94  0.04
H59 -2.89 -1.25 -4.56  0.09
H60 -2.21 0.36 -4.29  0.06
H61 -1.51 -3.26 -4.70  0.09
H62 -1.18 -2.97 -3.00  0.05
H63 0.16 -3.29 -4.13  0.07
H64 -0.43 -0.10 -6.14  0.06
H65 -1.24 -1.64 -6.37  0.09
H66 0.50 -1.60 -6.09  0.08

Gap between HOMO and LUMO (spin up / spin down) (eV): 5.86 / 5.73
<S²>: 0.764
Energy (Ha): -4605.62277
Net charge: +1
Lowest unoccupied orbital energy (spin up / spin down) (eV): -3.161 / -3.306
Multiplicity: 2
F_max (eV/Å): 1.01